(1)
{"formula": "C41H45BF2N7O4S", "method": "ωB97M-V with the def2-TZVPD basis set", "homo_ev": -5.918, "lumo_ev": 2.00, "gap_ha": 0.2910, "total_charge": -1, "energy_ev": -78816.919, "symbols": ["C", "C", "C", "O", "B", "S", "O", "O", "F", "O", "C", "C", "C", "F", "H", "H", "H", "H", "H", "H", "H", "H", "H", "H", "N", "C", "C", "C", "C", "C", "H", "H", "H", "H", "H", "N", "C", "C", "C", "C", "C", "H", "H", "H", "H", "H", "N", "C", "C", "C", "C", "C", "H", "H", "H", "H", "H", "N", "C", "C", "C", "C", "C", "H", "H", "H", "H", "H", "N", "C", "C", "C", "C", "C", "H", "H", "H", "H", "H", "N", "C", "C", "C", "C", "C", "H", "H", "H", "H", "H", "N", "C", "C", "C", "C", "C", "H", "H", "H", "H", "H"], "xyz": [[-0.106, -2.411, -5.230], [-0.571, -1.456, -4.438], [-0.623, -1.531, -2.952], [-0.170, -2.748, -2.408], [0.013, -2.481, -1.006], [1.949, -3.101, -0.620], [2.769, -3.257, -1.804], [2.515, -2.318, 0.458], [1.869, -4.602, -0.016], [-0.076, -1.059, -0.797], [0.038, -0.437, -2.088], [1.516, -0.062, -2.298], [2.155, -0.337, -3.634], [1.605, 1.334, -2.065], [0.154, -3.377, -4.814], [0.066, -2.246, -6.287], [-1.014, -0.553, -4.854], [-1.689, -1.417, -2.687], [-0.648, -3.103, -0.195], [-0.564, 0.472, -2.077], [2.086, -0.535, -1.500], [2.420, -1.392, -3.702], [3.081, 0.241, -3.686], [1.538, -0.048, -4.479], [6.411, -4.594, -5.023], [7.324, -5.394, -4.476], [7.408, -5.643, -3.115], [6.496, -5.024, -2.272], [5.538, -4.187, -2.820], [5.542, -4.010, -4.198], [8.023, -5.861, -5.162], [8.172, -6.306, -2.730], [6.528, -5.193, -1.203], [4.798, -3.683, -2.212], [4.801, -3.366, -4.659], [3.677, 0.339, 3.515], [3.798, -0.665, 2.648], [4.888, -1.525, 2.623], [5.906, -1.318, 3.538], [5.796, -0.266, 4.439], [4.662, 0.530, 4.389], [2.994, -0.787, 1.935], [4.914, -2.321, 1.893], [6.776, -1.963, 3.550], [6.570, -0.069, 5.169], [4.536, 1.353, 5.086], [-3.930, -1.184, -1.402], [-3.545, -2.254, -0.707], [-4.159, -2.662, 0.469], [-5.211, -1.909, 0.962], [-5.615, -0.785, 0.256], [-4.950, -0.477, -0.921], [-2.697, -2.807, -1.093], [-3.792, -3.535, 0.992], [-5.700, -2.181, 1.889], [-6.418, -0.155, 0.617], [-5.237, 0.397, -1.497], [-2.515, 0.865, 3.454], [-1.625, 1.225, 4.378], [-0.253, 1.206, 4.174], [0.230, 0.794, 2.940], [-0.682, 0.414, 1.967], [-2.035, 0.468, 2.274], [-2.034, 1.543, 5.333], [0.424, 1.505, 4.964], [1.296, 0.760, 2.750], [-0.358, 0.063, 0.996], [-2.771, 0.168, 1.535], [-6.964, 1.814, 2.255], [-5.916, 1.912, 3.071], [-5.672, 3.013, 3.881], [-6.572, 4.065, 3.840], [-7.668, 3.978, 2.993], [-7.816, 2.836, 2.221], [-5.230, 1.072, 3.070], [-4.803, 3.053, 4.521], [-6.415, 4.940, 4.458], [-8.392, 4.779, 2.925], [-8.658, 2.735, 1.544], [2.772, 0.413, -6.879], [3.322, -0.335, -7.831], [3.760, 0.174, -9.046], [3.617, 1.532, -9.282], [3.046, 2.321, -8.297], [2.642, 1.715, -7.116], [3.416, -1.393, -7.610], [4.203, -0.482, -9.783], [3.947, 1.967, -10.217], [2.914, 3.386, -8.436], [2.194, 2.300, -6.319], [-3.929, 4.589, 6.245], [-3.832, 3.948, 7.406], [-3.892, 4.583, 8.639], [-4.059, 5.958, 8.666], [-4.158, 6.638, 7.463], [-4.088, 5.910, 6.284], [-3.699, 2.873, 7.347], [-3.809, 4.008, 9.551], [-4.109, 6.490, 9.608], [-4.286, 7.712, 7.433], [-4.160, 6.409, 5.324]], "mulliken_charge": [-0.75, -0.67, 0.69, -0.85, 0.51, 0.85, -0.60, -0.57, -0.33, -0.26, 0.02, 1.41, -1.58, -0.48, 0.27, 0.27, 0.36, -0.19, -0.35, 0.58, -0.45, 0.21, 0.52, 0.26, -0.56, -0.24, -0.29, -0.47, -0.10, -0.40, 0.34, 0.35, 0.39, 0.49, 0.54, -0.27, -0.09, -0.60, -0.29, -0.38, -0.35, 0.50, 0.42, 0.38, 0.34, 0.36, -0.36, -0.16, -0.69, -0.28, -0.29, -0.40, 0.47, 0.39, 0.38, 0.49, 0.37, -0.28, -0.27, -0.55, -0.64, -0.34, -0.36, 0.23, 0.41, 0.64, 0.90, 0.42, -0.28, -0.44, -0.34, -0.15, -0.56, -0.27, 0.46, 0.53, 0.34, 0.37, 0.34, -0.13, -0.16, -0.62, -0.15, -0.74, -0.04, 0.36, 0.36, 0.36, 0.35, 0.39, -0.22, -0.01, -0.70, -0.12, -0.55, -0.25, 0.36, 0.35, 0.37, 0.35, 0.41]}

---

(2)
{"formula": "C2H5FIN", "method": "ωB97M-V with the def2-TZVPD basis set", "relative_energy_kcal_mol": 66.4, "homo_ev": -8.699, "lumo_ev": 0.22, "gap_ha": 0.3278, "energy_ev": -14460.163, "symbols": ["C", "C", "N", "F", "I", "H", "H", "H", "H", "H"], "xyz": [[0.579, 0.638, 1.024], [-0.393, -0.416, -1.004], [-0.332, 0.635, -0.127], [-1.498, -0.417, -1.883], [1.271, -1.117, -2.111], [1.563, 0.549, 0.625], [0.441, 1.399, 1.797], [0.342, -0.270, 1.489], [-0.716, -1.811, -0.038], [-1.257, 0.811, 0.228]], "mulliken_charge": [-0.80, -0.12, -0.26, -0.24, 0.08, 0.24, 0.29, 0.38, 0.17, 0.26]}

---

(3)
{"formula": "C4H22BO19", "method": "ωB97M-V with the def2-TZVPD basis set", "relative_energy_kcal_mol": 64.2, "homo_ev": -7.705, "lumo_ev": 1.88, "gap_ha": 0.3521, "total_charge": -1, "energy_ev": -44091.134, "symbols": ["O", "C", "O", "B", "O", "C", "O", "O", "C", "O", "C", "O", "O", "O", "H", "H", "O", "H", "H", "O", "H", "H", "O", "H", "H", "O", "H", "H", "O", "H", "H", "O", "H", "H", "O", "H", "H", "O", "H", "H", "O", "H", "H", "O", "H", "H"], "xyz": [[-0.135, 3.231, 1.802], [-0.392, 2.128, 1.347], [0.465, 1.177, 0.996], [-0.184, -0.078, 0.444], [-1.596, 0.221, 0.641], [-1.754, 1.480, 1.196], [-2.841, 2.007, 1.441], [0.343, -1.336, 1.000], [0.828, -2.131, 0.038], [1.374, -3.255, 0.113], [0.604, -1.310, -1.229], [0.047, -0.090, -0.948], [1.061, -1.698, -2.277], [-5.406, -2.944, 1.585], [-4.926, -2.148, 1.357], [-6.308, -2.766, 1.316], [6.100, -4.445, -4.696], [6.314, -4.528, -3.767], [5.144, -4.406, -4.720], [4.737, -2.139, 3.587], [4.695, -1.363, 4.146], [4.095, -1.973, 2.897], [-5.357, 5.850, 4.690], [-6.223, 6.003, 4.313], [-4.989, 5.139, 4.165], [4.077, 4.369, 1.814], [3.139, 4.186, 1.867], [4.136, 5.324, 1.820], [6.512, -6.541, 2.084], [7.091, -6.387, 2.831], [6.392, -5.677, 1.691], [0.915, -7.401, -4.096], [1.407, -7.291, -3.283], [0.681, -6.511, -4.358], [-3.490, 2.980, -4.021], [-4.404, 2.927, -4.300], [-3.278, 2.095, -3.722], [3.397, 8.622, 2.824], [2.478, 8.870, 2.920], [3.862, 9.175, 3.451], [-1.194, -2.599, -6.728], [-0.361, -2.400, -6.301], [-1.703, -3.059, -6.061], [-8.762, 2.674, 0.788], [-8.570, 3.153, -0.018], [-8.022, 2.867, 1.364]], "mulliken_charge": [-0.64, 0.69, -0.49, 1.05, -0.50, 0.51, -0.63, -0.43, 0.68, -0.64, 0.50, -0.49, -0.60, -0.64, 0.32, 0.31, -0.64, 0.32, 0.32, -0.65, 0.32, 0.33, -0.64, 0.31, 0.33, -0.65, 0.33, 0.32, -0.64, 0.31, 0.32, -0.64, 0.33, 0.32, -0.63, 0.31, 0.32, -0.63, 0.32, 0.31, -0.64, 0.33, 0.31, -0.64, 0.32, 0.32]}

---

(4)
{"formula": "C3H8N2O", "method": "ωB97M-V with the def2-TZVPD basis set", "relative_energy_kcal_mol": 81.8, "homo_ev": -9.277, "lumo_ev": 0.96, "gap_ha": 0.3761, "energy_ev": -8265.777, "symbols": ["C", "C", "N", "C", "N", "O", "H", "H", "H", "H", "H", "H", "H", "H"], "xyz": [[-0.930, -0.815, -0.219], [-2.084, 0.071, 0.252], [1.400, -0.480, 0.385], [0.354, -0.043, -0.309], [2.538, 0.510, 0.089], [0.433, 1.088, -0.914], [2.301, 0.387, 1.170], [3.303, -0.069, -0.244], [1.728, 1.338, -0.552], [-0.782, -1.664, 0.450], [-1.146, -1.196, -1.221], [-1.903, 0.430, 1.265], [-3.019, -0.490, 0.252], [-2.192, 0.933, -0.404]], "mulliken_charge": [-0.24, -1.10, -0.68, 0.51, -0.46, -0.68, 0.40, 0.28, 0.55, 0.26, 0.23, 0.31, 0.33, 0.29]}

---

(5)
{"formula": "C3H2INS3", "method": "ωB97M-V with the def2-TZVPD basis set", "relative_energy_kcal_mol": 47.3, "homo_ev": [-8.704, -8.703], "lumo_ev": [-1.20, -1.20], "gap_ha": [0.2758, 0.2757], "energy_ev": -45236.660, "symbols": ["C", "C", "C", "N", "S", "S", "S", "I", "H", "H"], "xyz": [[-0.636, 2.207, 0.233], [-0.101, 0.179, 0.397], [1.084, 0.548, 0.094], [-1.104, 1.052, 0.459], [1.054, 2.280, -0.032], [0.042, -3.174, -0.522], [-1.029, -2.147, 0.804], [2.918, -0.445, -0.044], [-1.430, 2.893, 0.096], [-0.800, -3.394, -1.484]], "mulliken_charge": [-0.16, -0.08, 0.20, -0.45, -0.13, -0.13, -0.06, 0.19, 0.46, 0.15]}